# 1
A structure of composition C12H27I2InO8SSi in a non-equilibrium geometry, computed with ωB97M-V with the def2-TZVPD basis set.

Geometry as XYZ:
```
52
Properties=species:S:1:pos:R:3:forces:R:3
In 0.031069 -2.547414 0.931834 0.29 -0.50 0.86
O -0.711064 -4.389722 1.682725 -0.81 -0.68 -2.10
S 0.136950 -4.377610 2.917425 -0.29 0.66 1.78
O -0.596116 -4.924473 4.037975 1.38 0.37 -0.92
O 0.270754 -2.808611 3.009455 0.63 -0.38 0.22
O 1.477191 -4.921944 2.595519 -0.81 0.01 0.42
I 2.516683 -4.033029 0.378345 -0.22 0.12 0.36
I 3.375994 -2.471512 -1.608853 0.19 -0.06 -0.10
C 1.715735 1.758462 1.475863 0.54 0.42 -0.33
C 1.621030 0.356438 2.012693 -0.34 1.20 -1.50
C 2.921192 -0.328016 2.192563 0.56 -1.32 -1.05
C 0.758888 0.462468 3.232087 0.50 0.00 0.35
O 0.953252 -0.451037 0.988477 -1.40 -0.20 -1.03
Si -0.053671 -0.063569 -0.369896 -0.41 0.29 0.90
O -0.774834 -1.511644 -0.546994 0.31 -0.13 -0.04
O 0.925480 0.372884 -1.559194 0.21 0.55 -0.24
C 0.803393 0.485136 -2.995164 0.13 -0.16 -0.21
C 0.325334 -0.841406 -3.538073 0.23 -0.87 -0.69
C 2.224159 0.671753 -3.555709 0.23 -0.88 -0.05
C -0.145442 1.638091 -3.424245 1.83 -0.64 0.38
O -1.151840 1.065705 0.056580 0.72 -0.02 -0.77
C -2.558028 1.199436 0.200083 -1.62 -0.24 -0.20
C -3.342670 -0.000078 -0.366241 0.83 1.67 -0.44
C -3.084058 2.424913 -0.556639 0.42 -0.10 0.06
C -2.826819 1.305021 1.664361 2.22 0.57 1.95
H 2.072056 2.348062 2.293946 0.49 0.61 0.51
H 0.722057 2.150383 1.286075 -0.11 0.00 -0.42
H 2.399935 1.908914 0.633072 -0.27 -0.22 0.00
H 3.462447 0.143859 2.974314 0.77 0.37 0.67
H 3.542443 -0.375800 1.228082 -0.98 0.14 1.40
H 2.650861 -1.348833 2.516573 0.56 0.18 -0.07
H 1.288666 0.787355 4.125078 0.25 0.15 -0.13
H 0.385091 -0.486778 3.433545 -0.80 -1.78 0.68
H -0.065808 1.117562 3.060234 -0.58 0.53 -0.15
H 1.020330 -1.665150 -3.242851 -0.73 0.63 -0.01
H 0.340135 -0.833152 -4.645765 -0.09 0.14 0.48
H -0.689416 -1.060550 -3.222491 -0.13 -0.21 0.14
H 2.844340 -0.240946 -3.320006 -0.57 1.08 0.02
H 2.710231 1.568017 -3.202965 0.18 0.23 0.31
H 2.216085 0.710142 -4.650468 -0.25 0.12 0.13
H -1.114237 1.594832 -2.976814 -0.74 -0.42 0.21
H -0.185927 1.508720 -4.507331 -0.26 0.69 0.04
H 0.301373 2.575250 -3.076640 -0.04 0.05 -0.52
H -3.013229 0.028714 -1.388091 -0.10 -0.83 -0.77
H -4.420186 0.129593 -0.351230 -0.02 0.13 0.29
H -3.012638 -0.854615 0.139948 0.10 -1.54 0.41
H -3.078575 2.283198 -1.651111 0.07 0.01 0.45
H -2.472218 3.273544 -0.299985 0.23 0.51 -0.04
H -4.104932 2.636621 -0.232805 0.04 -0.07 -0.10
H -2.535545 0.362609 2.215046 -0.17 0.91 -0.61
H -3.840737 1.490469 1.877220 -1.40 0.18 0.16
H -2.235189 2.177763 2.130436 -0.75 -1.27 -0.66
```
Forces are in eV/Å.

Computed properties:
- LUMO level: -1.674 eV
- HOMO level: -9.860 eV
- Multiplicity: 1
- Net charge: 0



# 2
The molecule C22H24N2S, computed with ωB97M-V with the def2-TZVPD basis set.

Geometry as XYZ:
```
49
Properties=species:S:1:pos:R:3:forces:R:3
C -1.109033 -4.482913 -0.142383 0.12 0.07 0.28
C -0.348968 -3.701743 0.924488 -0.08 -0.11 -0.21
N 0.191073 -2.463823 0.386638 -0.08 -0.07 -0.01
C 1.402654 -2.025492 1.064821 0.21 -0.13 -0.15
C 2.632689 -2.751386 0.530053 -0.18 0.19 0.18
C -0.794083 -1.403693 0.283186 0.13 0.08 -0.11
C -0.471794 -0.499459 -0.926839 -0.04 -0.34 0.42
N -0.793402 0.895378 -0.676412 0.02 0.24 -0.10
C -2.158593 1.220418 -0.608727 -0.46 0.26 -0.16
C -2.935868 1.086453 -1.756900 -0.03 -0.01 0.07
C -4.279052 1.412585 -1.751491 -0.02 -0.08 -0.05
C -4.871571 1.903490 -0.600283 -0.08 0.00 0.09
C -4.112639 2.059999 0.544949 -0.02 -0.04 -0.09
C -2.770800 1.713241 0.542477 0.34 -0.06 0.22
S -1.867731 1.851830 2.061988 0.15 -0.11 -0.21
C -0.229537 2.047867 1.411577 -0.47 -0.28 -0.31
C 0.718316 2.664025 2.244019 0.35 0.06 0.00
C 2.007619 2.813264 1.825543 -0.21 0.01 0.21
C 2.381672 2.432398 0.519860 -0.21 -0.19 -0.20
C 3.691179 2.634175 0.037948 0.15 0.00 -0.14
C 4.021922 2.323835 -1.251054 0.15 0.11 0.22
C 3.045002 1.822616 -2.123286 -0.22 -0.11 -0.07
C 1.771834 1.592982 -1.680780 0.12 0.00 -0.21
C 1.411185 1.857086 -0.342364 0.19 0.16 0.21
C 0.102547 1.591028 0.155593 0.08 0.26 0.38
H -0.466428 -4.642167 -1.003740 0.06 -0.04 -0.10
H -1.418235 -5.447420 0.252777 -0.11 -0.12 0.00
H -1.995741 -3.946921 -0.470485 -0.12 0.03 -0.07
H 0.487666 -4.312711 1.267500 -0.03 0.02 0.07
H -1.003662 -3.515886 1.793660 0.11 -0.02 0.01
H 1.531379 -0.955038 0.886142 -0.04 0.02 0.06
H 1.326282 -2.168005 2.156322 -0.05 0.11 -0.05
H 2.586766 -3.816603 0.740597 0.04 -0.14 0.01
H 3.530247 -2.346480 0.990909 0.16 -0.03 0.05
H 2.698028 -2.617734 -0.546373 0.03 0.01 -0.11
H -1.786242 -1.839812 0.160619 -0.01 0.01 0.04
H -0.818294 -0.790488 1.200265 -0.05 -0.03 -0.07
H 0.593774 -0.583233 -1.138179 -0.08 -0.01 -0.06
H -1.021668 -0.840508 -1.804657 0.12 -0.02 -0.03
H -2.471525 0.717947 -2.659119 0.08 0.00 -0.10
H -4.862288 1.288394 -2.651490 -0.05 0.00 -0.08
H -5.918988 2.162634 -0.590973 -0.09 0.03 -0.01
H -4.555539 2.430551 1.457095 -0.07 0.09 0.07
H 0.406929 2.978628 3.228637 0.03 0.09 0.11
H 2.749775 3.245996 2.479490 0.07 0.07 0.07
H 4.426839 3.053552 0.709333 0.08 0.04 0.05
H 5.027205 2.483769 -1.611999 0.08 0.03 0.01
H 3.303435 1.626067 -3.153474 -0.01 -0.02 -0.09
H 1.015649 1.241283 -2.365466 -0.06 -0.07 -0.03
```
Forces are in eV/Å.

Computed properties:
- SMILES: CCN(CC)CCN1c2ccccc2Sc2ccc3ccccc3c21
- LUMO level: 0.475 eV
- HOMO level: -7.367 eV
- Multiplicity: 1
- Net charge: 0



# 3
A structure of composition C41H57BCaIN13O4S4, computed with ωB97M-V with the def2-TZVPD basis set.

Geometry as XYZ:
```
122
Properties=species:S:1:pos:R:3:forces:R:3
Ca -0.420149 -0.202597 0.494354 -0.22 0.39 -0.39
C -1.050658 -1.457994 -5.508441 -0.03 0.00 -0.02
C -0.020701 -0.450861 -5.120388 0.06 0.03 -0.08
C 0.902551 0.025183 -5.990455 -0.04 -0.06 0.03
C 1.873809 0.975378 -5.566319 0.04 0.03 0.00
N 1.856870 1.446644 -4.361349 0.14 0.11 -0.02
N 0.932225 0.998947 -3.490088 -0.25 -0.21 -0.16
B 0.939164 1.832565 -2.238380 -0.11 -0.11 0.05
N 2.219070 2.094893 -1.607806 0.09 0.10 0.08
N 2.429384 3.433640 -1.445869 -0.02 0.14 -0.01
C 3.522607 3.838037 -0.864206 -0.01 -0.14 -0.01
C 4.499030 2.941616 -0.384053 0.05 0.02 0.03
C 4.226683 1.576174 -0.404449 -0.06 -0.01 -0.03
C 5.131792 0.620690 0.316796 0.03 0.01 0.01
C 3.065550 1.154803 -1.026729 0.00 -0.11 0.01
S 2.468246 -0.470249 -0.770260 0.03 0.01 0.03
C 3.640070 5.354171 -0.753901 -0.01 0.08 -0.01
C 3.724506 5.935412 -2.171638 -0.02 -0.01 0.00
C 4.877184 5.776806 0.036995 -0.01 -0.01 0.00
C 2.384303 5.889843 -0.053856 0.01 -0.01 0.00
N -0.231165 2.583085 -1.946847 0.02 0.10 -0.01
N -1.129387 2.674856 -2.992073 -0.04 -0.04 -0.11
C -2.046501 3.594627 -2.929175 -0.04 -0.03 -0.05
C -2.175954 4.471831 -1.830890 0.00 -0.01 0.07
C -1.438836 4.207995 -0.679240 -0.01 -0.04 -0.04
C -1.704822 4.951980 0.594022 0.01 0.01 0.03
C -0.509571 3.171361 -0.697865 0.05 0.11 0.03
S 0.238513 2.562666 0.723866 0.02 -0.23 0.19
C -3.017432 3.648594 -4.103413 -0.01 0.03 -0.04
C -2.988278 5.055358 -4.714173 0.00 -0.01 0.02
C -4.431385 3.334726 -3.594924 0.01 -0.01 0.00
C -2.643022 2.626106 -5.176429 0.01 0.00 0.00
C 0.023099 0.026702 -3.762488 0.13 0.07 0.13
S -0.937472 -0.636145 -2.559100 -0.09 0.05 0.17
C 2.961824 1.469525 -6.503347 0.05 0.01 -0.03
C 3.847725 2.502546 -5.808387 -0.02 -0.01 0.01
C 3.820608 0.268097 -6.923764 -0.02 0.00 0.00
C 2.311952 2.104524 -7.739934 -0.01 0.01 0.02
H -0.952196 -1.729982 -6.558540 0.01 0.02 0.00
H -2.049285 -1.055447 -5.328501 0.00 -0.02 0.00
H -0.962651 -2.349801 -4.887289 0.00 0.00 -0.01
H 0.914557 -0.328316 -7.014098 -0.02 -0.01 0.01
H 5.405476 3.299651 0.078664 -0.01 -0.01 0.00
H 6.062652 1.118427 0.585109 -0.01 0.01 0.00
H 5.361446 -0.254926 -0.286229 0.00 -0.01 0.00
H 4.652479 0.272532 1.233702 0.01 0.00 0.00
H 4.594890 5.543298 -2.703473 0.00 0.01 0.00
H 3.812421 7.023423 -2.125618 0.00 -0.01 0.00
H 2.830544 5.678776 -2.740299 0.01 0.00 0.00
H 5.799622 5.464896 -0.457483 0.00 0.00 0.01
H 4.865498 5.365443 1.048220 0.01 0.01 -0.01
H 4.897856 6.864742 0.119396 0.00 0.00 -0.01
H 1.488005 5.597722 -0.601228 0.00 0.01 0.00
H 2.428462 6.980232 0.002812 0.00 0.00 0.00
H 2.303806 5.489729 0.959149 -0.01 0.00 -0.01
H -2.914342 5.261763 -1.837134 0.00 0.00 -0.01
H -2.447584 5.733906 0.435496 0.00 0.00 -0.01
H -0.787774 5.399809 0.980734 0.00 0.00 -0.01
H -2.056698 4.273911 1.376513 0.00 0.01 -0.02
H -3.338815 5.810128 -4.008741 0.01 0.00 -0.01
H -3.632730 5.093447 -5.595106 -0.01 0.00 0.01
H -1.974352 5.321247 -5.018964 -0.01 0.00 -0.01
H -4.732115 4.015139 -2.796404 0.00 0.01 -0.01
H -4.481687 2.310542 -3.213384 0.00 0.01 0.00
H -5.153316 3.425461 -4.409753 0.00 -0.01 0.01
H -1.652514 2.830288 -5.586307 -0.01 -0.02 0.01
H -3.372810 2.668848 -5.988390 0.00 0.01 0.00
H -2.631879 1.615309 -4.765000 0.01 0.01 -0.01
H 4.334228 2.076367 -4.930542 0.00 0.01 0.00
H 3.267045 3.364738 -5.479085 0.02 -0.01 0.00
H 4.617219 2.842776 -6.503933 0.00 -0.01 -0.01
H 4.283578 -0.199402 -6.051995 -0.01 0.01 -0.02
H 4.612924 0.596789 -7.598834 -0.01 0.00 0.00
H 3.229747 -0.488743 -7.444697 0.02 0.00 0.00
H 1.679053 2.947393 -7.454627 0.00 -0.01 -0.01
H 1.701617 1.389801 -8.295393 0.00 0.01 0.00
H 3.086310 2.473171 -8.414906 0.00 -0.01 0.00
N -2.879888 1.258773 -0.367406 0.08 0.10 0.07
N -4.038988 0.482444 -0.281038 0.03 0.02 0.07
C -3.886675 -0.795664 0.124729 -0.38 0.01 0.01
N -4.945814 -1.471696 0.563940 -0.01 -0.02 0.02
N -2.666702 -1.265311 -0.056839 0.55 0.17 0.02
N -2.276506 -2.460716 0.384081 0.14 -0.05 0.15
O -3.009005 -3.314646 0.852326 -0.16 -0.02 -0.12
O -1.048908 -2.598283 0.282358 0.04 -0.50 0.19
H -2.797725 1.874117 0.436693 -0.05 0.02 0.04
H -2.852175 1.764595 -1.244461 0.00 0.00 0.00
H -4.902314 0.943775 -0.033920 -0.01 0.00 0.01
H -5.773570 -0.974891 0.842836 0.01 -0.01 0.02
H -4.789331 -2.411639 0.897637 0.03 0.02 -0.02
C -1.130567 -6.271437 5.819199 0.01 -0.01 -0.01
C -0.839139 -4.911936 5.246401 0.00 0.04 -0.02
C -0.823136 -3.780849 6.054708 -0.01 -0.04 -0.04
C -0.537724 -2.530114 5.525232 0.02 0.05 0.11
C -0.268465 -2.406232 4.173569 0.03 0.18 -0.02
C -0.276589 -3.522382 3.347757 -0.01 0.04 -0.10
C -0.561065 -4.762584 3.886838 -0.02 -0.03 0.06
S 0.027446 -0.792082 3.490690 -0.30 -0.18 -0.07
O 0.517402 0.037506 4.555981 0.04 0.01 0.01
O 0.908903 -0.992038 2.337946 0.18 -0.06 -0.24
N -1.327375 -0.325142 2.796708 0.34 0.01 -0.24
C -2.327449 0.343712 3.449964 -0.27 0.14 0.35
C -2.349095 0.616895 4.834220 -0.05 -0.01 0.12
C -3.420611 1.288549 5.377963 0.08 -0.05 -0.01
C -4.470016 1.698611 4.562671 -0.02 0.00 -0.06
C -4.362868 1.397106 3.221614 -0.14 0.08 -0.01
N -3.344244 0.743866 2.667955 0.11 -0.07 -0.18
H -1.478741 -6.200449 6.848788 0.00 0.00 0.00
H -0.234524 -6.895266 5.809534 -0.01 0.00 0.00
H -1.893454 -6.787218 5.234404 0.00 0.00 0.00
H -1.031517 -3.877452 7.113586 0.00 0.00 0.00
H -0.504195 -1.657033 6.163524 0.02 -0.02 -0.01
H -0.067564 -3.412092 2.292227 0.00 -0.03 0.03
H -0.569704 -5.633126 3.241254 0.00 0.00 0.00
H -1.516127 0.327743 5.456330 -0.06 0.03 -0.04
H -3.434430 1.500063 6.439923 0.00 0.00 0.00
H -5.324765 2.235853 4.947975 0.00 0.00 -0.01
H -5.152973 1.710462 2.537753 0.04 -0.02 0.02
I 4.704169 -1.549216 -3.005330 -0.03 0.02 0.03
C 2.687452 -1.362995 -2.318794 -0.02 0.00 0.01
H 2.309471 -2.365310 -2.135679 0.04 -0.01 0.00
H 2.149248 -0.916224 -3.139791 0.02 -0.02 -0.02
```
Forces are in eV/Å.

Computed properties:
- LUMO level (spin up / spin down): -0.239 / -0.240 eV
- HOMO level (spin up / spin down): -5.620 / -6.027 eV
- Multiplicity: 1
- Net charge: 0



The calculation returns the following relative energy (zero: lowest compared OMol25 entry of this formula, charge and spin) values, one per record and in order: 20.1 0.0 70.4 kJ/mol.